Entry 1:
The following is a quantum chemistry calculation of the molecule C25H30N4O2, from OMol25.

The SMILES is CC(C)Cc1ccc(CN2CCC[C@H](NC(=O)c3cnc4ccccn4c3=O)C2)cc1. Its multiplicity is 1. Its molecular weight is 418.5 g mol⁻¹. The value obtained for the total energy is -1340.215392 Eh. The relative energy (zero: lowest compared OMol25 entry of this formula, charge and spin) is 11.2 kcal/mol. Its frontier orbital gap is 0.2993 Eh.

Geometry as XYZ:
```
61
C25H30N4O2 the ωB97M-V functional and the def2-TZVPD basis
C -6.2672 1.0953 -0.8455
H -6.4763 2.1443 -1.0432
C -6.5961 0.7496 0.6038
C -8.0664 1.0340 0.8991
H -8.7056 0.4184 0.2693
H -8.3008 0.8191 1.9395
H -8.2987 2.0787 0.7048
H -5.9789 1.3751 1.2585
C -6.2718 -0.7248 0.9008
C -4.8053 -1.0117 0.7620
C -4.3001 -1.6714 -0.3503
C -2.9426 -1.9007 -0.4836
C -2.0493 -1.4758 0.4917
C -2.5560 -0.8242 1.6101
C -3.9126 -0.5968 1.7430
H -4.2863 -0.0934 2.6237
H -1.8816 -0.4996 2.3900
C -0.5618 -1.6574 0.3108
N 0.0993 -0.5548 -0.3737
C -0.3286 -0.3713 -1.7465
C 0.6443 0.5607 -2.4642
C 0.7133 1.9021 -1.7421
H 1.4692 2.5450 -2.1953
C 1.0498 1.6811 -0.2630
N 2.3845 1.1545 -0.1091
C 3.4140 1.8938 0.3297
O 3.3205 3.0691 0.6455
C 4.7263 1.1783 0.4209
C 5.7984 1.8784 0.9321
N 7.0259 1.3911 1.0738
C 7.2447 0.1517 0.6985
N 6.2538 -0.6496 0.1677
C 6.5199 -1.9294 -0.2099
C 7.7568 -2.4693 -0.0835
C 8.8005 -1.6842 0.4547
C 8.5434 -0.4042 0.8349
H 9.2968 0.2432 1.2515
H 9.7882 -2.1052 0.5589
H 7.9362 -3.4858 -0.3913
H 5.6677 -2.4604 -0.6108
C 4.9108 -0.1702 -0.0053
O 4.0894 -0.9364 -0.4859
H 5.6499 2.9026 1.2474
H 2.5220 0.1792 -0.3484
C 0.0514 0.6974 0.3533
H 0.3312 0.5069 1.3923
H -0.9552 1.1522 0.3412
H 1.0221 2.6367 0.2723
H -0.2517 2.4091 -1.8094
H 1.6322 0.0988 -2.4776
H 0.3195 0.7039 -3.4963
H -0.3313 -1.3470 -2.2385
H -1.3497 0.0482 -1.8054
H -0.0787 -1.7667 1.2863
H -0.3646 -2.5617 -0.2723
H -2.5733 -2.4236 -1.3547
H -4.9768 -2.0125 -1.1212
H -6.8415 -1.3579 0.2174
H -6.5900 -0.9535 1.9210
H -6.8671 0.4926 -1.5247
H -5.2165 0.9083 -1.0549
```



Entry 2:
The following is a quantum chemistry calculation of the molecule C25H30N4O4S, from OMol25.

The SMILES is COc1ccc(NC(=O)C[C@H]2C(=O)N(Cc3ccccc3)C(=S)N2CCN2CCOCC2)cc1. Its multiplicity is 1. Its molecular weight is 482.6 g mol⁻¹. The value obtained for the total energy is -1888.868000 Eh. The relative energy (zero: lowest compared OMol25 entry of this formula, charge and spin) is 12.4 kcal/mol. Its frontier orbital gap is 0.3067 Eh.

Geometry as XYZ:
```
64
C25H30N4O4S the ωB97M-V functional and the def2-TZVPD basis
C 4.0886 3.9080 -6.6474
H 4.8137 4.6239 -7.0315
O 3.9219 4.2276 -5.2880
C 3.0557 3.4804 -4.5463
C 2.9316 3.8466 -3.2043
C 2.0840 3.1576 -2.3677
C 1.3361 2.0823 -2.8478
C 1.4571 1.7163 -4.1812
C 2.3099 2.4095 -5.0236
H 2.3788 2.0990 -6.0540
H 0.8833 0.8881 -4.5617
N 0.4909 1.4255 -1.9432
C -0.2791 0.3316 -2.1400
O -0.3796 -0.3010 -3.1709
C -1.0235 -0.0750 -0.8704
H -1.6815 -0.9188 -1.0829
H -1.6365 0.7630 -0.5301
C -0.0258 -0.4862 0.2391
N -0.4852 -1.5978 1.0330
C -0.7811 -1.2035 2.2878
S -1.3946 -2.1281 3.4883
N -0.5004 0.1507 2.4010
C 0.0275 0.6452 1.2533
O 0.3789 1.7855 1.0443
C -0.6547 0.9101 3.6285
C 0.5725 0.7773 4.4951
C 0.5726 -0.0583 5.6028
C 1.7164 -0.1950 6.3703
C 2.8666 0.4977 6.0336
C 2.8722 1.3294 4.9261
C 1.7299 1.4691 4.1588
H 1.7314 2.1169 3.2942
H 3.7674 1.8719 4.6602
H 3.7585 0.3900 6.6330
H 1.7087 -0.8461 7.2316
H -0.3211 -0.6061 5.8611
H -0.8092 1.9523 3.3372
H -1.5372 0.5268 4.1455
C -0.3039 -2.9776 0.6575
H -0.7288 -3.5773 1.4653
H 0.7708 -3.1979 0.5987
C -0.9332 -3.3463 -0.6884
N -2.3021 -2.8847 -0.8245
C -2.7902 -3.0789 -2.1843
C -4.1880 -2.4737 -2.3055
O -5.0828 -3.0528 -1.3859
C -4.6105 -2.8857 -0.0710
C -3.2247 -3.5030 0.1161
H -2.8930 -3.3099 1.1364
H -3.2854 -4.5934 -0.0424
H -5.3367 -3.3714 0.5824
H -4.5595 -1.8133 0.1739
H -4.6009 -2.6604 -3.2978
H -4.1275 -1.3878 -2.1353
H -2.1159 -2.5745 -2.8802
H -2.8354 -4.1507 -2.4418
H -0.3574 -2.8850 -1.4958
H -0.8519 -4.4421 -0.7996
H 0.9590 -0.6986 -0.1943
H 0.4950 1.8263 -1.0077
H 1.9940 3.4475 -1.3307
H 3.5139 4.6792 -2.8433
H 3.1509 4.0104 -7.2031
H 4.4792 2.8934 -6.7775
```



Entry 3:
The following is a quantum chemistry calculation of a cluster of 2 separate species, C25H30N7O3 in total at a distorted geometry, from OMol25.

Its multiplicity is 1. Its molecular weight is 476.6 g mol⁻¹. The total charge is +1. The value obtained for the total energy is -1579.466502 Eh. Its frontier orbital gap is 0.2791 Eh.

Geometry as XYZ:
```
65
C25H30N7O3 the ωB97M-V functional and the def2-TZVPD basis
O 1.2612 1.0642 -2.6420
O 4.2537 -0.8445 3.5054
O 4.7230 2.8486 -0.5695
N -5.2451 -4.5655 -1.0512
N -1.7606 2.6354 -1.7072
C 0.0790 1.1523 -2.3417
C 4.0067 0.1674 2.8731
C 4.7964 1.8796 0.1793
C -4.7860 -3.3796 -1.3675
C -2.5584 1.5965 -1.5012
C -3.3336 -3.3633 -1.3681
C -2.9709 -4.6365 -1.0362
C -1.5217 0.2752 1.9271
C -0.5961 -0.4865 1.1958
C -1.2003 1.5895 2.3061
C -1.1434 -2.4144 -2.0833
C -0.3083 -1.3238 -2.3368
C -2.9332 -0.9097 -1.4812
C 0.6463 0.0658 0.8367
C 0.0476 2.1369 1.9577
C -2.4614 -2.2194 -1.6521
C -0.7809 -0.0175 -2.1464
C -2.1035 0.2017 -1.7176
C 0.9823 1.3796 1.2251
N -0.4633 2.4062 -2.1283
N 5.9672 1.4544 0.6756
N -4.1476 -5.3458 -0.8447
N 3.6811 0.0602 1.5846
C 4.0750 1.5125 3.5669
C 7.2550 2.0990 0.4231
C -4.2189 -6.7518 -0.4347
C 2.3074 2.0240 0.8344
C -3.9631 1.8894 -1.0193
C 3.5142 1.1018 0.5500
N -4.3335 3.2948 -1.3352
H -5.4161 -2.5277 -1.6024
H -1.9643 -5.0270 -0.9215
H -2.4686 -0.1585 2.2173
H -0.8421 -1.4991 0.9068
H -1.8992 2.1717 2.8900
H -0.7629 -3.4195 -2.2347
H 0.7138 -1.4909 -2.6728
H -3.9495 -0.7760 -1.1307
H 1.3345 -0.5302 0.2574
H 0.2934 3.1452 2.2601
H 0.2009 3.1745 -2.2208
H 5.9577 0.6374 1.2674
H 3.6189 -0.8967 1.2749
H 4.5716 1.3842 4.5278
H 4.6323 2.2308 2.9732
H 3.0631 1.8714 3.7393
H 8.0520 1.5645 0.9421
H 7.4664 2.1032 -0.6481
H 7.2279 3.1319 0.7759
H -5.2364 -7.1308 -0.5702
H -3.9461 -6.8527 0.6194
H -3.5418 -7.3597 -1.0413
H 2.1201 2.6123 -0.0646
H 2.5889 2.7351 1.6099
H -3.9868 1.7080 0.0636
H -4.6588 1.1805 -1.4857
H 3.2657 0.5712 -0.3690
H -3.4691 3.8502 -1.3360
H -4.9795 3.6696 -0.6404
H -4.7520 3.3505 -2.2641
```



Entry 4:
The following is a quantum chemistry calculation of a structure of composition C25H31Br24N3O4P2S at a distorted geometry, from OMol25.

Its multiplicity is 1. Its molecular weight is 2449.3 g mol⁻¹. The value obtained for the total energy is -64292.864540 Eh. The relative energy (zero: lowest compared OMol25 entry of this formula, charge and spin) is 422.6 kcal/mol. Its frontier orbital gap is 0.2444 Eh.

Geometry as XYZ:
```
90
C25H31Br24N3O4P2S the ωB97M-V functional and the def2-TZVPD basis
C 6.9071 1.3031 0.2932
C 5.4783 0.8524 0.2818
C 5.0311 -0.6923 -0.1783
O 4.5424 -1.4619 0.7987
O 5.1597 -1.0526 -1.5995
C 3.8467 -1.0437 -2.2896
C 3.1992 0.4932 -2.4199
C 1.8762 0.4297 -3.3810
C 0.7803 1.6259 -3.1550
C 1.3964 3.0906 -2.7813
C 1.7371 3.3534 -1.2071
C 0.6412 2.6754 -0.1471
N 0.7916 1.1948 0.0742
C -0.1973 0.6240 1.0448
C -0.1295 -1.0217 1.3073
C -1.1273 -1.7715 2.3697
C -2.2038 -0.8351 3.1945
P -3.3348 -1.6875 4.4816
N -4.9056 -1.7211 4.0870
O -3.0736 -0.8607 6.0283
O -2.7717 -3.3556 4.6830
C -2.2844 0.7963 2.8995
C -1.2815 1.5675 1.8047
N -1.4983 3.0459 1.6504
C -0.4912 3.5368 0.6457
P -0.5527 5.4536 0.2974
S -1.6156 5.8432 -1.2849
H 7.7850 0.7485 0.8552
H 7.1608 2.2859 -0.3309
H 4.6291 1.6388 0.5744
H 3.0995 -1.6123 -1.5523
H 3.9112 -1.5821 -3.3332
H 3.0003 0.8362 -1.3196
H 4.0318 1.1658 -2.9332
H 2.2555 0.4070 -4.5030
H 1.3794 -0.6399 -3.1988
H -0.0616 1.2335 -2.4219
H 0.2251 1.7598 -4.2045
H 2.3746 3.2311 -3.4511
H 0.6336 3.9069 -3.1995
H 2.8086 2.9557 -0.8621
H 1.8124 4.5376 -1.0743
H 0.6570 -1.6644 0.7060
H -1.1427 -2.9230 2.5966
H -5.1487 -2.7501 4.0423
H -2.2511 -1.2834 6.4431
H -1.7632 -3.3052 4.7340
H -3.0617 1.4252 3.5057
H -1.1396 6.0634 1.4998
H 0.8101 5.9587 0.2475
C -1.1999 -2.8516 -4.5535
Br -0.7246 -1.6956 -3.0629
Br -2.5278 -2.0289 -5.7129
Br 0.3682 -3.4328 -5.5473
H -1.6596 -3.7497 -4.1278
C -2.7213 5.8108 -5.2442
Br -1.0049 6.5238 -5.8183
Br -2.5712 3.9722 -4.6266
Br -3.5726 6.9523 -3.9189
H -3.3736 5.8005 -6.1236
C -3.8999 0.4370 -9.1240
Br -3.4246 1.5930 -7.6334
Br -5.2278 1.2598 -10.2833
Br -2.3318 -0.1442 -10.1178
H -4.3596 -0.4611 -8.6982
C 0.8888 -4.9540 -9.6936
Br 2.6529 -4.7980 -8.8887
Br -0.0440 -6.5504 -9.0890
Br -0.1748 -3.3478 -9.4229
H 1.0381 -5.0604 -10.7731
C 1.1211 -1.6135 5.7311
Br 1.5963 -0.4575 7.2217
Br -0.2068 -0.7907 4.5717
Br 2.6892 -2.1946 4.7373
H 0.6614 -2.5115 6.1568
C -3.0586 -4.1163 8.6415
Br -4.5916 -3.4175 7.6690
Br -2.6432 -5.9441 8.1212
Br -1.5098 -2.9496 8.4861
H -3.3357 -4.1404 9.7006
C 8.1657 1.1526 4.3000
Br 8.6356 1.4485 2.4357
Br 7.9486 2.8269 5.2664
Br 6.6050 0.0054 4.4798
H 9.0061 0.6237 4.7616
C -9.0970 -2.8535 7.8912
Br -8.6763 -4.1178 9.3086
Br -10.1465 -1.3529 8.5478
Br -7.5000 -2.2633 6.9502
H -9.7191 -3.3847 7.1633
```



Question: Look up the multiplicity of the first one.
Answer: 1